(1)
This record from OMol25 describes a cluster of 3 separate species, C3H12NO2 in total. The level of theory is ωB97M-V with the def2-TZVPD basis set.

Element x y z (Å)
C1 2.3261 0.1816 0.9729
C2 1.1785 -0.2543 0.1321
C3 0.9057 0.2184 -1.0761
N1 0.2733 -1.2681 0.7253
H1 2.1199 0.3888 2.0267
H2 3.0695 -0.6285 0.9682
H3 2.8781 1.0123 0.5338
H4 0.0877 -0.2463 -1.6125
H5 1.5471 0.9069 -1.5889
H6 0.3039 -1.2883 1.7440
H7 0.5858 -2.2019 0.4416
H8 -0.7109 -0.9733 0.3796
H9 -2.1200 0.1223 -0.5074
H10 -2.8667 -1.2172 -0.3190
O1 -2.0112 -0.8617 -0.4908
H11 -3.1940 1.9499 -0.2553
H12 -1.9099 2.4273 -1.2182
O2 -2.4629 1.7323 -0.8560

Properties
Energy, eV: -8884.012
Energy above the lowest of the compared OMol25 structures with the same formula, charge and spin, kcal/mol: 19.9
Charge: +1


(2)
This record from OMol25 describes a cluster of 16 separate species, C3H36NO17 in total. The level of theory is ωB97M-V with the def2-TZVPD basis set.

Element x y z (Å)
O1 -0.3913 0.0651 -0.0685
C1 0.8435 0.0697 -0.4122
N1 1.5257 -0.9065 -0.9525
C2 0.8126 -2.1700 -1.2063
O2 0.4981 -2.9125 -0.0172
C3 1.6927 1.3367 -0.1533
H1 2.3104 -1.5616 1.7111
H2 1.5752 -2.7329 -1.8284
H3 -0.1837 -2.0518 -1.7034
H4 2.7618 1.2828 -0.3943
H5 1.0743 2.1859 -0.4750
H6 1.8065 1.4734 1.0218
H7 -3.7315 2.2446 0.9281
H8 -3.5953 0.6425 1.1494
O3 -3.8261 1.4670 1.5987
H9 4.3880 0.1274 -1.1633
H10 3.2529 -0.6573 -0.8825
O4 3.9546 -0.3949 -1.7097
H11 1.8923 -0.7030 -3.4477
H12 0.3118 -0.5597 -3.7619
O5 1.1665 -0.9053 -4.0310
H13 -0.8705 -1.6321 3.2234
H14 -0.8766 -3.0277 3.3679
O6 -0.2656 -2.3650 3.4042
H15 -1.8684 3.3770 0.3679
H16 -0.3819 3.7089 0.4533
O7 -1.2493 4.0983 0.5945
H17 -2.7163 -2.6954 -0.0619
H18 -1.7526 -2.3338 -1.0218
O8 -2.7180 -2.4846 -1.0362
H19 -0.7326 -2.3015 1.4406
H20 -1.4180 -0.8694 0.9347
O9 -1.6057 -1.7923 1.3183
H21 2.2542 0.5260 2.9469
H22 3.4226 0.3182 2.2742
O10 2.7388 -0.2373 2.7519
H23 0.6642 2.0503 2.0224
H24 0.9555 2.7629 3.3642
O11 1.1955 2.5123 2.5119
H25 2.6255 1.5584 -2.8665
H26 1.5356 1.2804 -3.8291
O12 2.0549 1.9687 -3.4365
H27 -3.0710 -0.8368 -1.3406
H28 -3.4526 -0.6851 -2.6596
O13 -3.6114 -0.2801 -1.8371
H29 -2.8234 1.1755 -1.0754
H30 -1.5748 1.3242 -0.5251
O14 -2.3249 1.8706 -0.6994
H31 1.8578 -2.5165 2.8589
H32 1.1598 -2.6799 0.6964
O15 2.3053 -2.6180 1.9990
H33 -1.2823 0.6981 -2.2627
H34 -1.0427 1.6762 -3.5045
O16 -0.9631 0.7250 -3.2217
H35 -1.7229 1.5267 2.9561
H36 -1.3873 0.1351 2.4792
O17 -1.1968 0.7228 3.2104

Properties
Energy, eV: -39993.170
Energy above the lowest of the compared OMol25 structures with the same formula, charge and spin, kcal/mol: 97.8
Charge: -1


(3)
This record from OMol25 describes an isolated molecule of C4H6OS3. The level of theory is ωB97M-V with the def2-TZVPD basis set.

Element x y z (Å)
O1 -0.3407 -1.3715 0.9647
C1 0.2668 -0.2656 0.4237
C2 1.4724 -0.8164 -0.3744
S1 2.4791 0.4354 -1.2779
C3 -0.8691 0.3199 -0.3995
S2 -1.1541 -0.0847 -1.9148
C4 -1.8012 1.1996 0.3374
S3 -1.9000 1.4750 1.9422
H1 -0.8493 -1.1294 1.7361
H2 0.6057 0.4466 1.1557
H3 1.1438 -1.5717 -1.1071
H4 2.1729 -1.3190 0.2973
H5 1.4399 1.2209 -1.5053
H6 -2.6663 1.4607 -0.2781

Properties
Energy, eV: -38796.655
Energy above the lowest of the compared OMol25 structures with the same formula, charge and spin, kcal/mol: 33.4
Structure (SMILES): O[C@@H](CS)C(=S)C=S


(4)
This record from OMol25 describes an isolated molecule of C3H7NO2. The level of theory is ωB97M-V with the def2-TZVPD basis set.

Element x y z (Å)
C1 1.6101 0.9170 -0.6737
O1 0.9562 0.2886 0.4074
C2 0.2331 -0.8927 0.1148
C3 -1.1510 -0.7480 -0.4456
N1 -1.8835 0.3738 -0.3464
O2 -1.5046 -1.7369 -1.0790
H1 0.8987 1.2981 -1.4192
H2 2.2955 0.2111 -1.1539
H3 2.1868 1.7636 -0.2797
H4 0.2262 -1.4573 1.0492
H5 0.3621 -1.6861 -0.7056
H6 -2.7188 0.4113 -0.9089
H7 -1.6086 1.1553 0.2234

Properties
Energy, eV: -8808.729
Energy above the lowest of the compared OMol25 structures with the same formula, charge and spin, kcal/mol: 41.5
Structure (SMILES): COCC(N)=O


Which of these has the lowest energy above the lowest of the compared OMol25 structures with the same formula, charge and spin?
C3H12NO2


energy above the lowest of the compared OMol25 structures with the same formula, charge and spin of number 1 (C3H12NO2)?
19.9 kcal/mol


What did the fourth record say?
This record from OMol25 describes an isolated molecule of C3H7NO2. The level of theory is ωB97M-V with the def2-TZVPD basis set.

Element x y z (Å)
C1 1.6101 0.9170 -0.6737
O1 0.9562 0.2886 0.4074
C2 0.2331 -0.8927 0.1148
C3 -1.1510 -0.7480 -0.4456
N1 -1.8835 0.3738 -0.3464
O2 -1.5046 -1.7369 -1.0790
H1 0.8987 1.2981 -1.4192
H2 2.2955 0.2111 -1.1539
H3 2.1868 1.7636 -0.2797
H4 0.2262 -1.4573 1.0492
H5 0.3621 -1.6861 -0.7056
H6 -2.7188 0.4113 -0.9089
H7 -1.6086 1.1553 0.2234

Properties
Energy, eV: -8808.729
Energy above the lowest of the compared OMol25 structures with the same formula, charge and spin, kcal/mol: 41.5
Structure (SMILES): COCC(N)=O